(1)
Density functional theory data (the ωB97M-V functional and the def2-TZVPD basis) for 2 unconnected molecules or ions with the total composition C5H7BrO2.

Element x y z (Å)
C  0.15  -0.36  -0.01
C  0.20  -0.46  -1.36
C  -1.37  1.17  1.55
C  1.13  -1.31  -2.21
C  -0.45  1.20  2.64
O  -2.20  1.66  0.92
O  -0.82  0.10  -2.11
Br  1.45  -1.03  1.10
H  1.39  -0.83  -3.23
H  0.56  -2.23  -2.62
H  2.17  -1.63  -1.85
H  0.65  1.01  2.39
H  -0.62  0.33  3.28
H  -0.60  2.23  3.16
H  -1.64  0.14  -1.63

Properties
LUMO (spin up / spin down) = -0.40 / -0.40 eV
Total charge = 0
Total energy = -2919.04084 a.u.
Energy above the lowest of the compared OMol25 structures with the same formula, charge and spin = 3.421 eV

(2)
Density functional theory data (the ωB97M-V functional and the def2-TZVPD basis) for a molecular structure, C8H17Br3O3.

Element x y z (Å)
C  0.84  -2.35  0.40
O  -0.35  -1.83  -0.19
C  -0.67  -0.50  0.18
C  -2.13  -0.24  -0.14
C  0.26  0.45  -0.57
O  -0.07  1.79  -0.25
C  0.92  2.72  -0.66
C  2.18  2.74  0.21
C  1.89  2.82  1.70
O  1.37  1.61  2.22
H  0.60  -3.32  0.86
H  1.61  -2.49  -0.35
H  1.22  -1.68  1.18
H  -0.49  -0.38  1.26
H  -2.37  0.80  0.05
H  -2.77  -0.88  0.47
H  -2.32  -0.44  -1.19
H  1.30  0.24  -0.28
H  0.15  0.28  -1.65
H  0.43  3.70  -0.62
H  1.19  2.52  -1.71
H  2.82  1.87  0.01
H  2.75  3.63  -0.09
H  1.21  3.65  1.90
H  2.81  3.01  2.25
H  0.44  1.57  1.98
C  -2.51  -3.75  -1.37
Br  -4.30  -3.28  -1.89
Br  -2.51  -4.96  0.13
Br  -1.49  -4.45  -2.83
H  -2.01  -2.86  -1.04

Properties
LUMO = 0.30 eV
Total charge = 0
Total energy = -8262.73444 a.u.

(3)
Density functional theory data (the ωB97M-V functional and the def2-TZVPD basis) for a molecular structure, C20H40MnP2Si.

Element x y z (Å)
P  1.03  3.12  1.36
P  0.98  1.86  -1.88
C  1.50  4.03  -0.19
C  0.60  3.61  -1.33
H  2.54  3.73  -0.40
H  1.50  5.13  -0.05
H  -0.47  3.58  -1.04
H  0.69  4.38  -2.11
C  2.55  1.69  -2.86
H  2.37  0.81  -3.50
H  3.35  1.46  -2.15
H  2.76  2.58  -3.46
C  0.08  2.43  -3.42
H  0.68  3.19  -3.94
H  -0.88  2.90  -3.19
H  -0.18  1.66  -4.14
C  2.14  3.62  2.66
H  2.91  2.79  2.70
H  1.69  3.73  3.66
H  2.68  4.53  2.36
C  -0.72  3.40  1.77
H  -1.34  3.39  0.86
H  -0.88  4.34  2.31
H  -1.07  2.57  2.39
Mn  1.76  1.00  1.20
C  -1.49  -2.90  -2.36
C  -0.26  -2.57  -1.90
C  0.29  -1.18  -1.59
C  -0.44  -0.43  -0.46
C  -1.72  0.25  -0.95
C  -2.13  0.44  -2.24
C  -2.21  -0.64  -3.26
C  -2.66  -1.99  -2.59
C  0.58  0.58  3.83
H  -1.73  -3.97  -2.38
H  0.47  -3.39  -1.74
H  0.24  -0.55  -2.51
H  1.35  -1.33  -1.33
H  -0.69  -1.13  0.35
H  0.35  0.31  0.10
H  -2.19  0.83  -0.16
H  -2.42  1.46  -2.49
H  -1.22  -0.78  -3.73
H  -2.86  -0.33  -4.09
H  -3.28  -1.80  -1.68
H  -3.38  -2.46  -3.30
H  -0.41  1.04  3.99
H  1.30  1.39  3.58
H  0.89  0.15  4.80
C  1.25  -4.36  1.45
Si  -0.12  -3.44  2.38
C  -1.70  -3.62  1.35
C  -0.34  -4.46  3.96
C  0.30  -1.64  2.53
C  0.60  -0.42  2.74
H  1.38  -5.38  1.83
H  2.19  -3.82  1.60
H  1.06  -4.43  0.37
H  -2.29  -4.51  1.61
H  -2.35  -2.75  1.55
H  -1.52  -3.66  0.26
H  0.58  -4.46  4.55
H  -1.16  -4.07  4.57
H  -0.59  -5.51  3.76

Properties
LUMO (spin up / spin down) = 0.14 / 0.05 eV
Total charge = 0
2S+1 = 6
Total energy = -2908.92048 a.u.
Energy above the lowest of the compared OMol25 structures with the same formula, charge and spin = 2.837 eV

(4)
Density functional theory data (the ωB97M-V functional and the def2-TZVPD basis) for C6H12O in the gas phase.

Element x y z (Å)
C  -1.06  0.83  -2.56
C  -0.34  0.00  -1.52
O  -0.02  0.84  -0.42
C  1.04  0.36  0.34
C  1.07  0.79  1.77
C  0.82  -0.66  1.43
C  -0.56  -1.25  1.66
H  -0.40  1.63  -2.92
H  -1.95  1.30  -2.13
H  -1.36  0.21  -3.41
H  0.58  -0.44  -1.94
H  -0.97  -0.84  -1.17
H  1.99  0.31  -0.20
H  0.21  1.37  2.10
H  2.02  1.08  2.22
H  1.65  -1.34  1.60
H  -0.70  -2.16  1.07
H  -0.70  -1.50  2.72
H  -1.33  -0.53  1.37

Properties
LUMO = 1.15 eV
Total charge = 0
SMILES = CCO[C@H]1C[C@H]1C
Total energy = -311.00625 a.u.
Energy above the lowest of the compared OMol25 structures with the same formula, charge and spin = 1.443 eV